Here is a single C20H24FN3S2 molecule from the Open Molecules 2025 dataset. Energies are from the ωB97M-V functional and the def2-TZVPD basis.

Cartesian coordinates (Å):
1 F -6.894 -0.285 -0.418
2 C -5.724 0.349 -0.184
3 C -5.599 1.140 0.944
4 C -4.398 1.778 1.182
5 C -3.325 1.625 0.302
6 N -2.139 2.298 0.582
7 C -0.900 2.150 0.016
8 S 0.058 3.491 -0.131
9 N -0.475 0.942 -0.404
10 C -0.767 -0.328 0.245
11 C 0.183 -0.544 1.431
12 C 1.625 -0.837 0.960
13 C 2.111 -2.220 1.426
14 C 1.329 -3.340 0.745
15 C 1.327 -3.135 -0.768
16 C 0.869 -1.713 -1.135
17 C -0.612 -1.463 -0.770
18 N 1.679 -0.695 -0.488
19 C 3.009 -0.490 -1.038
20 C 3.492 0.881 -0.689
21 C 3.062 2.072 -1.185
22 C 3.701 3.185 -0.594
23 C 4.610 2.825 0.345
24 S 4.706 1.118 0.529
25 C -3.487 0.844 -0.843
26 C -4.685 0.200 -1.085
27 H -6.432 1.249 1.619
28 H -4.283 2.402 2.055
29 H -2.248 3.189 1.050
30 H 0.484 0.942 -0.750
31 H -1.796 -0.305 0.611
32 H -0.193 -1.371 2.034
33 H 0.168 0.350 2.056
34 H 2.295 -0.080 1.382
35 H 2.015 -2.290 2.510
36 H 3.172 -2.320 1.184
37 H 0.304 -3.357 1.118
38 H 1.778 -4.306 0.987
39 H 0.676 -3.865 -1.252
40 H 2.339 -3.284 -1.154
41 H 0.992 -1.585 -2.216
42 H -1.054 -2.366 -0.349
43 H -1.178 -1.212 -1.667
44 H 2.930 -0.573 -2.127
45 H 3.745 -1.233 -0.694
46 H 2.312 2.162 -1.950
47 H 3.479 4.203 -0.854
48 H 5.237 3.451 0.948
49 H -2.678 0.760 -1.549
50 H -4.822 -0.405 -1.967

Summary:
E_LUMO   0.624 eV
Structure (SMILES)   Fc1ccc(NC(=S)N[C@@H]2C[C@H]3CCC[C@@H](C2)N3Cc2cccs2)cc1
Orbital gap   0.31007 Ha
Total charge   0
HOMO level   -7.81 eV